Entry from OMol25: 2 unconnected molecules or ions with the total composition C21H29N4 in a non-equilibrium geometry (ωB97M-V with the def2-TZVPD basis set).

The geometry in XYZ format:
```
54
Properties=species:S:1:pos:R:3
C -4.132 -3.354 0.099
C -4.994 -2.109 -0.184
C -4.051 -0.901 -0.213
N -2.716 -1.448 -0.039
C -1.631 -0.679 -0.136
C -0.340 -1.114 0.099
C 0.792 -0.529 -0.555
C 1.917 -1.512 -0.802
C 2.661 -1.422 -1.994
C 3.787 -2.221 -2.193
C 4.144 -3.179 -1.234
C 3.356 -3.341 -0.092
C 2.246 -2.517 0.131
C -2.662 -2.890 0.114
H -4.387 -3.788 1.072
H -4.275 -4.122 -0.668
H -5.491 -2.203 -1.152
H -5.753 -1.972 0.589
H -4.133 -0.338 -1.158
H -4.269 -0.191 0.599
H -1.807 0.361 -0.435
H -0.206 -1.982 0.752
H 0.552 0.102 -1.419
H 2.352 -0.691 -2.752
H 4.355 -2.116 -3.118
H 5.009 -3.823 -1.410
H 3.580 -4.140 0.617
H 1.658 -2.655 1.043
H -2.166 -3.167 1.058
H -2.086 -3.381 -0.692
C -2.897 3.145 -0.671
C -1.557 3.426 -0.893
N -0.936 3.306 0.337
C 0.470 3.524 0.670
C 1.164 2.285 1.282
C 2.529 2.743 1.807
C 3.588 1.823 1.214
C 2.914 1.041 0.109
N 1.426 1.228 0.195
C -1.906 3.007 1.266
N -3.075 2.868 0.668
H -3.701 3.132 -1.390
H -1.050 3.710 -1.801
H 1.005 3.820 -0.243
H 0.539 4.380 1.366
H 0.526 1.848 2.064
H 2.710 3.763 1.435
H 2.527 2.799 2.904
H 4.456 2.344 0.802
H 3.958 1.142 1.977
H 3.244 1.318 -0.900
H 3.168 -0.006 0.250
H 1.221 1.743 -0.691
H -1.630 2.933 2.319
```

As for the total charge: +1. The total energy comes out at -28200.14751 eV. As for the molar mass: 337.491 u. As for the HOMO energy: -0.404 hartree. The calculation puts the energy above the lowest of the compared OMol25 structures with the same formula, charge and spin at 20.77 kcal/mol.